143
Properties=species:S:1:pos:R:3:forces:R:3 method="wB97M-V/def2-TZVPD" charge=+2 e_homo_ev=-12.971 fmax_ev_per_a=3.4 energy_ha=-2790.9411 spin_multiplicity=1 e_lumo_ev=-5.591
Sr 2.1906 -2.1460 3.5850 -1.1 0.5 -1.6
Sr -2.0340 2.4866 -2.8117 -0.1 0.1 -0.1
C 1.0934 -0.0111 -0.4806 -1.6 0.7 -1.6
C 0.9922 -0.7433 0.6691 2.1 -1.7 0.1
C -0.2028 -0.5213 1.5849 0.1 -0.3 3.4
O -0.2178 -0.9618 2.8057 1.6 -0.3 -1.8
C -1.2343 0.3176 1.2310 -0.2 0.4 -1.2
C -1.2655 0.8526 -0.0450 0.4 -0.1 -0.9
C -0.0403 0.6939 -0.9976 1.7 -0.4 2.1
O -0.0322 1.3292 -2.0642 -0.4 -0.2 0.3
O -2.2033 1.5219 -0.5371 0.0 -0.1 -0.3
O 1.9729 -1.5646 0.9385 -2.0 0.9 1.4
H 1.9624 -0.1864 -1.0974 0.0 0.2 -0.1
H -2.0284 0.5350 1.9299 0.0 -0.1 0.1
C 3.2221 -3.8603 -2.5803 1.2 -1.6 0.3
C 3.3823 -4.4431 -1.1595 0.0 0.6 -1.4
O 2.1427 -4.2198 -0.5734 -1.4 -0.3 1.8
H 2.8972 -2.8199 -2.5956 0.1 0.0 0.2
H 2.4912 -4.5040 -3.0698 -0.1 0.3 -0.1
H 4.1711 -4.0057 -3.0964 0.0 0.4 -0.4
H 4.2349 -4.0226 -0.6262 0.0 0.4 0.2
H 3.5089 -5.5248 -1.1128 0.2 0.0 -0.5
H 2.0006 -3.2914 -0.3749 0.2 0.5 -0.1
C -2.7129 1.6123 6.4517 -0.7 0.8 0.7
C -2.1970 0.5246 5.5823 -0.2 -1.1 -0.4
O -1.4246 1.1060 4.5961 1.6 1.7 -1.0
H -3.2927 2.3488 5.8955 -0.3 -0.3 -0.2
H -1.9462 2.2287 6.9211 0.5 -0.4 -0.1
H -3.3095 1.2210 7.2757 -0.2 0.0 -0.1
H -2.9458 -0.0481 5.0351 -0.8 -0.1 0.6
H -1.6416 -0.2117 6.1631 0.3 -0.1 0.3
H -1.1030 0.5228 3.9046 -0.1 -0.7 0.2
C -5.0492 2.9922 3.1511 1.0 -0.4 0.6
C -4.6407 1.9112 2.1519 -1.6 0.9 1.3
O -3.9309 2.5406 1.1235 0.2 -0.2 0.2
H -5.6273 3.8185 2.7374 -0.2 -0.3 -0.1
H -4.1228 3.4020 3.5535 0.1 0.3 -0.1
H -5.5003 2.5394 4.0341 -0.6 0.1 -0.2
H -5.5578 1.4333 1.8075 0.0 -0.1 -0.5
H -4.1015 1.1304 2.6883 0.5 0.1 -0.1
H -3.2869 1.9102 0.7928 0.2 0.0 -0.6
C -0.5522 0.3936 -6.8683 -0.6 -0.4 0.1
C -0.7704 0.1323 -5.3574 -0.2 -0.4 -1.8
C 0.0676 -1.0006 -4.8051 -0.4 -1.3 -0.5
O -0.1563 -2.2343 -5.5286 0.1 1.8 0.2
C 0.7984 -3.1859 -5.1791 0.0 -1.0 0.0
N -0.4434 1.3652 -4.6847 -0.4 0.6 0.7
H 0.4940 0.3099 -7.1625 0.0 0.0 0.0
H -0.9330 1.3813 -7.1281 0.2 0.3 0.2
H -1.1801 -0.2517 -7.4826 0.4 -0.4 0.1
H -1.8290 -0.1160 -5.2812 -0.2 0.0 0.4
H -0.1724 -1.2680 -3.7760 -0.2 0.5 0.5
H 1.1050 -0.6667 -4.7827 0.5 -0.2 -0.4
H 0.4009 -4.1573 -5.4731 0.1 0.0 -0.1
H 0.9701 -3.2386 -4.1040 0.0 0.2 0.2
H 1.7541 -3.0428 -5.6832 0.1 0.2 0.0
H 0.2954 1.8373 -5.1861 0.1 0.5 -0.2
H -0.0359 1.1515 -3.7857 0.4 -0.2 0.0
C -4.0464 5.8971 -0.1794 0.7 0.7 0.9
C -3.0736 5.1610 -1.1408 -0.6 2.2 0.6
C -1.6652 5.0066 -0.5065 -1.1 0.2 -0.2
O -0.8791 4.1416 -1.3375 -0.4 0.5 -0.2
C 0.4307 4.0523 -0.8482 1.3 -0.3 0.4
N -3.6820 3.8872 -1.3618 1.0 -1.5 -0.4
H -3.6263 6.7492 0.3549 0.2 0.5 -0.6
H -4.2988 5.3026 0.6986 0.0 -0.8 -0.3
H -4.9976 6.1922 -0.6224 0.2 0.0 -0.3
H -3.0542 5.6557 -2.1119 0.5 0.6 0.1
H -1.7493 4.6412 0.5170 -0.2 -0.9 0.0
H -1.1773 5.9570 -0.2901 0.1 0.3 -0.9
H 0.9305 5.0205 -0.8794 -0.2 0.2 0.4
H 1.0891 3.3899 -1.4102 -0.6 -0.1 -0.6
H 0.4225 3.6050 0.1457 0.0 0.4 0.4
H -4.6817 3.9659 -1.4817 -0.1 0.1 0.2
H -3.4919 3.5261 -0.4379 -1.1 -1.3 0.2
C 2.8756 2.8275 4.3641 0.2 -0.1 -0.4
C 2.5459 1.6856 3.3576 0.2 2.6 0.0
C 3.4123 1.8520 2.0428 -1.5 -0.7 0.9
O 3.0658 3.0408 1.3377 0.7 -1.2 1.3
C 3.5417 3.0225 0.0105 -1.2 1.0 -0.2
N 2.7869 0.4040 4.0307 0.6 -0.3 -0.1
H 2.6228 3.8281 4.0134 0.2 -0.1 -0.4
H 3.9465 2.7759 4.5603 0.2 0.2 0.1
H 2.3752 2.7683 5.3306 -0.3 -0.5 0.0
H 1.4822 1.7684 3.1342 0.0 -0.2 -0.4
H 3.1601 0.9450 1.4935 -0.1 0.0 -0.8
H 4.4819 1.7714 2.2362 0.3 0.4 0.3
H 4.6177 3.0572 -0.1602 0.2 -0.4 0.5
H 3.1500 3.9749 -0.3467 0.2 0.0 -0.5
H 3.0289 2.2123 -0.5079 0.4 -0.2 -0.3
H 3.7845 0.4169 4.1881 0.7 -0.2 0.0
H 2.4834 0.5792 4.9779 -0.6 -0.1 0.4
C 0.7687 -6.3646 1.8443 -0.1 -1.2 -0.6
C 0.7329 -4.9620 2.3622 -0.1 0.2 2.3
C 0.3950 -4.9339 3.8893 -0.3 -0.9 -1.4
O 0.4457 -3.6142 4.4393 0.7 -0.6 -0.7
C -0.4166 -3.4215 5.5463 -0.2 0.3 0.1
N 2.0743 -4.4163 2.2589 0.4 1.1 0.2
H -0.1366 -6.9554 1.9838 -0.1 0.2 0.0
H 1.5914 -6.9489 2.2565 0.0 0.1 0.7
H 1.0409 -6.3946 0.7892 -0.4 0.3 -0.2
H 0.0532 -4.2973 1.8291 -0.1 -0.1 -0.1
H 1.1251 -5.5936 4.3582 0.2 0.1 0.4
H -0.5721 -5.4154 4.0340 -0.3 0.4 0.2
H -1.4378 -3.3707 5.1686 -0.2 -0.2 0.3
H -0.1581 -2.4523 5.9729 -0.1 0.0 0.1
H -0.2470 -4.2055 6.2842 -0.3 0.0 0.1
H 2.2110 -4.4200 1.2582 0.9 0.3 -0.6
H 2.7377 -5.0548 2.6741 0.1 -0.5 -0.1
C 3.9823 2.6405 -6.3299 0.9 -0.8 0.8
C 2.8697 2.2641 -5.3398 1.2 0.3 0.2
C 3.3002 2.0830 -3.8336 1.2 -0.2 -1.6
O 4.1884 0.9436 -3.7101 -0.8 0.4 -0.9
C 4.6774 0.7527 -2.4176 -0.4 0.2 0.7
N 1.9352 3.3923 -5.4912 -1.1 -1.1 0.8
H 3.6364 2.5793 -7.3618 -0.2 0.0 0.1
H 4.8517 1.9892 -6.2403 0.1 0.0 -0.1
H 4.2820 3.6696 -6.1315 0.2 0.0 0.0
H 2.4847 1.2965 -5.6615 -0.6 0.1 0.0
H 2.4257 1.9977 -3.1886 -0.1 -0.1 0.1
H 3.8969 2.9605 -3.5845 -0.1 0.4 0.4
H 5.1314 1.6518 -2.0007 0.3 0.2 -0.2
H 5.3924 -0.0667 -2.3438 -0.1 0.0 -0.5
H 3.8515 0.5300 -1.7421 -0.2 -0.2 0.2
H 1.9148 3.5450 -6.4894 -0.3 0.4 -0.1
H 2.3773 4.2023 -5.0806 0.0 0.2 0.0
C -4.3572 -1.4593 1.3714 -0.2 -0.9 0.0
C -3.7579 -2.8447 1.7154 -0.4 -0.6 -1.9
C -3.0554 -3.4942 0.4453 0.0 1.2 0.1
O -2.3258 -4.6550 0.7629 -0.5 0.0 0.1
C -1.7731 -5.3063 -0.3723 0.6 -0.5 1.2
N -2.8569 -2.8044 2.8443 0.4 0.4 -0.1
H -5.1151 -1.5482 0.5931 0.2 -0.2 -0.3
H -3.6050 -0.7462 1.0341 0.0 0.0 0.1
H -4.9452 -1.0764 2.2056 0.4 0.1 0.3
H -4.6044 -3.4940 1.9391 0.0 -0.1 0.2
H -2.3332 -2.8007 0.0145 0.4 0.7 0.1
H -3.7219 -3.6440 -0.4042 -0.7 -0.4 0.2
H -2.5277 -5.7697 -1.0079 0.0 0.2 -0.1
H -1.1514 -6.0684 0.0974 -0.2 -0.4 -0.4
H -1.0491 -4.7003 -0.9169 -0.3 0.5 -0.3
H -2.2531 -2.0134 2.6717 0.2 0.5 0.3
H -2.2100 -3.5691 2.7147 0.0 -0.6 0.2